{"formula": "C37H74BFIN2O5", "method": "ωB97M-V with the def2-TZVPD basis set", "charge": -1, "multiplicity": 3, "energy_ev": -64270.7614, "lumo_energy_ev": [2.0, 1.1], "orbital_gap_ev": [6.30, 5.38], "homo_ev": [-4.326, -4.326], "symbols": ["I", "F", "O", "O", "O", "O", "O", "N", "N", "C", "C", "C", "C", "C", "C", "C", "C", "C", "C", "C", "C", "C", "C", "C", "C", "C", "C", "C", "C", "C", "C", "C", "C", "C", "C", "C", "C", "C", "C", "C", "C", "C", "C", "C", "C", "C", "B", "H", "H", "H", "H", "H", "H", "H", "H", "H", "H", "H", "H", "H", "H", "H", "H", "H", "H", "H", "H", "H", "H", "H", "H", "H", "H", "H", "H", "H", "H", "H", "H", "H", "H", "H", "H", "H", "H", "H", "H", "H", "H", "H", "H", "H", "H", "H", "H", "H", "H", "H", "H", "H", "H", "H", "H", "H", "H", "H", "H", "H", "H", "H", "H", "H", "H", "H", "H", "H", "H", "H", "H", "H", "H"], "coordinates": [[1.33343, 8.91161, -0.73465], [6.36777, 1.22103, -2.01494], [2.39459, 3.93200, -3.46792], [4.20207, 1.18403, 2.75257], [2.88020, 2.86098, -1.35398], [0.70042, -3.17089, 5.04671], [-4.00768, -0.21146, -2.96310], [-4.75712, 0.43819, -3.96326], [1.61253, -4.14002, 5.50810], [6.04057, 2.66421, -2.25847], [0.81703, 0.73021, -1.66720], [1.44884, -4.97239, 3.09717], [3.73374, 2.11030, 1.70816], [0.19829, -6.18475, 4.92834], [1.27061, 1.55731, -3.00829], [-7.04611, 1.42812, -4.31422], [1.34167, -4.34427, 6.97333], [2.12813, 4.13971, -1.13475], [-1.70258, 1.01904, -0.71533], [2.59584, -4.95175, 7.66775], [-6.84034, -1.02560, -3.77715], [2.79987, 7.39603, -1.34474], [-5.09308, -1.58048, -5.47841], [5.15212, 2.87763, -3.65642], [3.09537, 0.46153, 3.39827], [0.05334, -6.50334, 6.41216], [1.46433, -5.34739, 4.61611], [2.32976, 6.51710, -2.68628], [-2.38856, 0.14009, 0.48661], [-2.85971, -0.44152, -5.45469], [-0.80066, -0.27301, 2.71414], [4.30118, 8.07731, -1.62595], [-0.75295, 0.15961, -1.74509], [-1.36844, -0.87136, 1.27821], [-6.58483, -1.56499, -5.18000], [0.50278, 0.74486, 2.50839], [2.70963, -6.27122, 4.73547], [1.12862, -3.00502, 7.76111], [1.94039, -0.10048, 2.37986], [-6.41780, 0.76926, -2.04890], [-4.39953, -0.20421, -5.27530], [0.08703, -5.22399, 7.23478], [-4.73428, 0.76099, -6.45026], [2.73096, 4.94622, -2.44316], [-6.20516, 0.36898, -3.54643], [3.80807, 1.93768, -3.65048], [2.53318, 2.59223, -2.79435], [-0.70004, -5.64807, 4.59519], [2.28651, -0.23275, 1.26277], [4.06376, 0.91399, -3.09225], [3.88340, 4.95266, -2.20138], [1.21449, 6.70273, -2.98864], [-7.48537, 0.83943, -1.80561], [-2.29086, 0.47895, -5.27534], [-6.98174, -2.58495, -5.25627], [2.68046, 1.14862, 4.27360], [-2.63665, -0.77125, -6.47732], [-2.83624, 0.87351, 1.31514], [-6.44553, -1.74487, -3.04723], [3.63959, -5.69094, 4.69629], [-4.96940, 0.20605, -7.36654], [5.06872, 7.16382, -1.60155], [2.17456, 4.63583, -0.07602], [-7.92424, -0.98379, -3.60523], [-4.93826, -1.93604, -6.50610], [1.00389, 3.96115, -1.47120], [0.58897, 1.37704, 3.51037], [0.01964, -5.48272, 8.30017], [-3.34024, -0.42052, 0.03832], [-5.96898, 1.74760, -1.83427], [4.36148, 8.62997, -2.66205], [2.75163, -6.99241, 3.90801], [-1.18683, 1.95801, -0.23705], [0.83881, -7.18696, 6.74653], [1.08324, -3.19551, 8.84088], [1.47355, -5.87050, 2.46739], [2.32266, -4.36347, 2.83199], [2.66231, 2.58268, 1.93652], [7.09592, 3.20234, -2.38447], [-1.62200, 0.32941, 3.29664], [-2.46834, -1.21732, -4.78684], [-8.02276, 1.58425, -3.83638], [0.54495, -4.42467, 2.80515], [3.27735, -4.16773, 8.02373], [-2.59758, 1.44769, -1.37797], [0.33345, 2.11099, -3.49500], [0.21537, -7.12641, 4.36344], [1.56117, -0.19130, -1.54771], [3.53139, 1.69197, -4.76763], [3.21152, -5.58115, 7.03489], [0.19277, -2.50003, 7.49612], [4.49274, 2.97763, 1.49700], [5.86081, 2.47191, -4.52684], [-4.62359, -2.33248, -4.83013], [-5.56612, 1.43275, -6.27000], [-7.11324, -0.97217, -5.93195], [-0.82230, -4.65045, 7.01041], [3.67017, 1.46600, 0.70503], [-0.89910, -7.02053, 6.58260], [4.96866, 4.00915, -3.89188], [2.71134, -6.88160, 5.63969], [1.66630, -1.19946, 2.75727], [-0.42814, -1.20789, 0.66781], [-0.43119, -1.18327, 3.39202], [-1.15813, 0.28424, -2.85259], [1.61952, 0.74494, -3.81043], [-7.27900, 1.13639, -5.33933], [2.31482, -5.55748, 8.53777], [-6.54159, 2.40196, -4.32746], [0.86317, 1.35324, -0.66578], [2.96530, 6.69704, -0.39369], [-2.00005, -1.85358, 1.52565], [5.47789, 3.12023, -1.32148], [3.57035, -0.48447, 3.95019], [4.57857, 8.82336, -0.73632], [-5.99741, 0.03592, -1.35049], [-0.70993, -0.99195, -1.48550], [1.95370, -2.30387, 7.58604], [2.98795, 6.96007, -3.57828], [-3.88910, 1.42366, -6.67918], [0.34760, 1.51730, 1.64326]]}

=====

{"formula": "C37H74N4O9", "method": "ωB97M-V with the def2-TZVPD basis set", "charge": 2, "energy_ev": -63928.6431, "lumo_energy_ev": -8.6, "orbital_gap_ev": 2.19, "homo_ev": -10.835, "symbols": ["O", "O", "O", "O", "O", "O", "O", "O", "O", "N", "N", "N", "N", "C", "C", "C", "C", "C", "C", "C", "C", "C", "C", "C", "C", "C", "C", "C", "C", "C", "C", "C", "C", "C", "C", "C", "C", "C", "C", "C", "C", "C", "C", "C", "C", "C", "C", "C", "C", "C", "H", "H", "H", "H", "H", "H", "H", "H", "H", "H", "H", "H", "H", "H", "H", "H", "H", "H", "H", "H", "H", "H", "H", "H", "H", "H", "H", "H", "H", "H", "H", "H", "H", "H", "H", "H", "H", "H", "H", "H", "H", "H", "H", "H", "H", "H", "H", "H", "H", "H", "H", "H", "H", "H", "H", "H", "H", "H", "H", "H", "H", "H", "H", "H", "H", "H", "H", "H", "H", "H", "H", "H", "H", "H"], "coordinates": [[-1.17780, -0.46217, -0.87577], [-3.76056, -0.34802, 0.08964], [0.26224, 1.04933, -2.99688], [6.09769, 2.16943, -0.02935], [0.77642, -0.35200, 0.27056], [-5.17868, 1.33992, 0.05176], [-3.58438, 1.18812, 1.59165], [-1.13249, -0.57026, 1.31864], [-3.74880, -6.62711, 2.17924], [0.83217, 1.07539, 4.08059], [-3.14805, -5.60462, 1.43001], [-0.99945, 1.63980, -2.95813], [5.32448, 1.55933, -1.07706], [-4.07799, -4.79883, 0.48472], [1.31302, 3.52538, 3.26312], [-1.17449, -4.42870, 0.62052], [-0.47258, -0.47184, 0.26552], [-0.21269, 4.13337, -2.95123], [-3.18911, 2.09069, -4.13978], [1.33345, -0.34254, 4.01514], [0.29616, -1.28601, 4.63368], [-2.64131, 3.69241, -2.28921], [-4.19816, 0.75585, 0.50066], [1.94243, 4.45482, 2.10424], [3.97889, 0.42908, -3.36049], [3.91408, 1.86844, -3.01318], [5.55460, 0.04272, -1.30256], [-1.19844, 1.20534, -5.48209], [4.10416, 2.40930, -1.59157], [6.97468, -0.46233, -0.98384], [-2.23708, -0.30127, -3.82827], [4.47178, 3.94369, -1.57287], [-0.87204, -0.35941, 5.02859], [1.40615, 2.03409, 2.97639], [-0.73256, 0.93368, 4.16393], [2.86762, 2.14551, -0.70869], [4.52889, -0.83087, -0.53434], [-1.14656, 3.07926, -2.28185], [-0.87351, 2.78457, -0.78209], [-5.05702, -5.77390, -0.28874], [-3.28808, -4.14960, -0.66643], [-1.81024, -5.05295, 1.89232], [-4.91674, -3.82623, 1.34834], [-2.00517, -3.47254, -0.19136], [1.21056, 1.60024, 5.52868], [-1.94282, -4.02157, 3.05856], [-3.21499, 3.54016, -3.66685], [-1.88652, 1.21037, -4.10334], [5.30206, -0.15951, -2.81554], [-0.94879, -6.33408, 2.26723], [3.23176, 2.33786, 0.30052], [-1.22017, -6.80409, 3.21251], [4.29466, 4.49929, -0.65197], [-1.83355, -0.80997, 4.78239], [-4.59763, -6.53558, -0.91875], [-0.70725, 3.70871, -0.22853], [1.94178, 3.68834, 4.13845], [-4.30633, -3.00934, 1.73328], [4.61270, -0.84797, 0.55230], [3.01535, 4.31591, 1.97137], [7.05699, -1.52905, -1.19223], [-0.40462, 4.32639, -4.00670], [2.29728, 1.57964, 5.61070], [-0.61440, 2.08225, -5.76144], [-0.16492, -4.07306, 0.82640], [-1.96092, 1.03084, -6.24121], [-1.36834, -0.91037, -3.57847], [2.45807, 1.75127, 2.93687], [-0.24274, 4.99893, -2.28940], [2.36793, 1.17915, -0.77610], [-1.49278, -2.97909, -1.01723], [-2.89390, -4.86937, -1.38381], [-4.22595, 3.94712, -3.64560], [-3.35337, 3.23885, -1.59975], [-5.48103, -6.36967, 0.51956], [-2.90222, -0.35084, -2.96616], [7.73972, 0.11542, -1.50251], [-0.94845, -0.12334, 6.08997], [0.93907, 1.72653, 2.04079], [3.46230, -0.60815, -0.50483], [6.21499, 0.20264, -3.28833], [-3.76536, 1.91802, -5.04874], [7.10684, -0.34930, 0.09219], [5.49207, 4.24469, -1.81056], [1.51936, 4.04775, 1.18588], [0.80725, 3.77067, -2.82366], [-0.01373, 2.15500, -0.55298], [-2.93971, -4.08753, 3.49441], [-2.66534, 4.73406, -1.96908], [-1.21722, 1.69442, 4.77587], [-3.85445, 1.64802, -3.39852], [-1.12725, 0.89552, 3.14862], [-2.71207, -0.96594, -4.54985], [-2.28372, -2.60769, 0.41075], [-0.86778, -7.01984, 1.42386], [0.29833, 3.88928, 3.42470], [-1.38754, -4.24477, 3.96958], [0.70246, -1.75486, 5.52990], [-5.86805, -5.30579, -0.84660], [-0.93684, -5.17611, -0.13645], [0.82774, 0.88245, 6.25417], [-1.65294, 2.23636, -0.25289], [4.04845, 0.38462, -4.44737], [-0.38030, 0.49136, -5.57682], [3.04322, -0.04697, -3.06721], [1.42968, -0.59881, 2.96008], [-5.63757, -3.32971, 0.69875], [2.10121, 2.89111, -0.92035], [3.92069, 4.43034, -2.37759], [4.60308, 2.30611, -3.73557], [0.73999, 2.53791, 5.82436], [1.70040, 5.51686, 2.14428], [2.97377, 2.21817, -3.43932], [-5.45826, -4.22433, 2.20645], [2.26039, -0.44568, 4.57929], [0.07073, -5.99114, 2.44352], [-3.98570, -3.42383, -1.08440], [-2.71152, 4.26334, -4.30844], [5.23624, -1.20877, -3.10333], [-2.02043, -0.57007, -0.42860], [-2.95056, 0.47302, 1.49935], [0.07797, -2.17292, 4.03880], [-1.66473, -3.00352, 2.78594], [4.56280, -1.87460, -0.84673]]}

=====

{"formula": "C37H75NO20S3", "method": "ωB97M-V with the def2-TZVPD basis set", "relative_energy_kj_mol": 306.1, "energy_ev": -114521.7314, "lumo_energy_ev": 0.0, "orbital_gap_ev": 9.13, "smiles": "O=S1(=O)OCCO1.O=S1(=O)OCCO1.O=S1(=O)OCCO1.CNC(C)=O.C1CCOC1.C1CCOC1.C1CCOC1.C1CCOC1.C1CCOC1.C1CCOC1.C1CCOC1", "homo_ev": -9.118, "symbols": ["S", "S", "S", "O", "O", "O", "O", "O", "O", "O", "O", "O", "O", "O", "O", "O", "O", "O", "O", "O", "O", "O", "O", "N", "C", "C", "C", "C", "C", "C", "C", "C", "C", "C", "C", "C", "C", "C", "C", "C", "C", "C", "C", "C", "C", "C", "C", "C", "C", "C", "C", "C", "C", "C", "C", "C", "C", "C", "C", "C", "C", "H", "H", "H", "H", "H", "H", "H", "H", "H", "H", "H", "H", "H", "H", "H", "H", "H", "H", "H", "H", "H", "H", "H", "H", "H", "H", "H", "H", "H", "H", "H", "H", "H", "H", "H", "H", "H", "H", "H", "H", "H", "H", "H", "H", "H", "H", "H", "H", "H", "H", "H", "H", "H", "H", "H", "H", "H", "H", "H", "H", "H", "H", "H", "H", "H", "H", "H", "H", "H", "H", "H", "H", "H", "H", "H"], "coordinates": [[-0.05846, 1.47881, 0.88065], [0.45074, -3.63738, -3.12358], [-0.23960, 7.64391, -0.79347], [-0.96120, -2.83613, -3.08205], [-0.23500, -3.02055, 3.94625], [-4.68641, 2.86498, -2.22462], [5.13062, 1.70400, 2.81508], [-1.71715, 7.56909, -0.92445], [1.45889, -3.01218, -2.32948], [0.10326, 2.84293, -4.13672], [-0.18925, -4.95049, -2.31212], [0.59692, 7.53677, -2.27532], [0.49974, 6.18939, -0.36202], [4.82468, -0.73569, -0.64551], [0.28517, 1.90125, 2.22417], [-0.83062, 2.42438, 0.04396], [-3.08490, -4.22415, 0.83801], [1.30436, 1.00402, 0.01265], [3.91287, -5.11257, 1.75973], [0.37152, 8.70915, -0.00610], [-4.24595, 5.77611, 3.21493], [0.79227, -4.03171, -4.52286], [-0.74445, -0.03673, 0.81702], [4.57356, -1.40566, -2.76705], [-1.99225, -3.59261, -2.49142], [-1.52718, -5.02642, -2.52093], [-3.29047, 6.06872, 2.23050], [1.46486, 0.98411, -4.11293], [4.72273, -0.49238, -1.82136], [2.40385, -5.33215, -0.07876], [1.13530, 2.21019, -3.36741], [-3.57931, -1.93217, 1.34550], [-4.05579, 4.49704, 3.66114], [0.56494, 5.30822, -1.48820], [3.59498, -3.82097, 1.28416], [-2.82572, -3.24109, 1.79126], [-3.72558, 2.53757, -1.36246], [-0.74032, 1.80216, -4.71920], [3.40814, -6.08101, 0.81567], [-4.45659, -2.41397, 0.18256], [-3.33093, 1.07726, -1.55698], [-3.59491, 3.76859, 2.45402], [0.47866, -1.41628, 5.36693], [1.18389, -0.31772, -0.47040], [-1.25574, -2.89793, 4.96966], [0.46650, -1.80130, 3.88260], [-4.65312, 1.93282, -3.24721], [4.74541, -2.85170, -2.61704], [-0.29154, -0.75530, -0.34489], [-4.36237, 0.67001, -2.54072], [3.68914, 0.25116, 3.92389], [-2.90866, 4.76641, 1.64570], [2.22638, -4.11677, 0.70168], [4.72323, 0.97992, -2.30143], [4.07633, 1.29298, 1.92726], [3.64316, -0.04855, 2.49629], [5.00047, 1.12825, 4.06643], [0.06648, 0.55020, -4.54784], [-0.77263, -1.98653, 6.06924], [0.83062, 6.18854, -2.70868], [-4.36228, -3.91916, 0.16878], [3.84240, 1.52221, -1.95770], [0.71560, 2.02213, -2.37918], [-5.19101, 0.20052, -2.01060], [-1.52190, -3.92261, 5.22906], [3.97637, -3.40738, -3.15361], [-3.28044, 4.66990, 0.62563], [-5.49291, -2.08484, 0.25882], [-3.26569, 4.52189, 4.41161], [-2.91982, -3.37440, -3.02066], [2.91813, -6.95227, 1.25030], [-3.71939, 6.73653, 1.48340], [-5.62010, 1.81344, -3.73587], [1.97885, 2.88274, -3.21191], [1.36340, -1.64560, 5.96085], [-0.36418, -0.07695, -3.76727], [-0.47429, -2.51189, 6.97650], [1.49772, -1.78047, 3.53010], [5.59577, 1.48929, -1.89238], [2.87673, 0.87056, 4.30391], [-3.21170, -3.73421, 2.68342], [2.00144, -3.24858, 0.08221], [4.34719, -3.59637, 0.52798], [2.65587, -0.28796, 2.10129], [-1.83411, 4.64908, 1.78602], [-5.25395, -4.36804, 0.60642], [-4.25456, -1.73791, 2.17882], [-1.43730, -1.16346, 6.33168], [-4.04187, 2.73428, -0.33807], [1.84614, 6.15683, -3.10339], [-4.05342, -2.11584, -0.78526], [-2.94756, 3.27731, -1.55100], [-0.41050, 4.82180, -1.48221], [-3.94245, -0.09540, -3.19335], [-4.29930, -4.41628, -0.79921], [3.61944, -0.66960, 4.50305], [-2.08440, -2.35172, 4.51904], [-0.90452, -0.50024, -1.20936], [-1.72187, 1.70031, -4.25628], [1.47615, -5.84766, -0.32718], [-3.40380, 0.48769, -0.64309], [1.30550, 4.52188, -1.34219], [4.81413, 1.82133, 4.88682], [1.84338, -0.93624, 0.13837], [4.32989, 1.33619, 0.86805], [-0.37766, -1.82497, -0.15393], [3.22702, 1.97581, 1.94989], [-2.95575, 2.96915, 2.82883], [0.10160, 5.93757, -3.47915], [-1.98156, -5.49629, -1.64866], [-3.97546, 2.19455, -4.05986], [0.33724, -0.33558, 5.38114], [4.39621, -0.80698, 2.28229], [-4.44413, 3.40551, 1.87516], [-0.98404, 2.12970, -5.72986], [-4.91759, 4.11718, 4.20989], [-2.46121, 6.51643, 2.77822], [-2.29240, 0.95886, -1.86607], [2.79705, -5.10823, -1.07040], [-0.13712, -1.09706, 3.31007], [5.61345, -3.03370, -3.25067], [2.03091, 0.25525, -3.53288], [0.11981, -0.08806, -5.42982], [4.75253, 0.96269, -3.39089], [4.48976, -0.98091, -3.67955], [3.66221, -3.04705, 2.04878], [-1.74862, -3.08775, 1.85767], [4.96291, -3.18392, -1.60194], [-2.07734, -3.24634, -1.46140], [1.45108, -4.29815, 1.44607], [1.62562, -0.30473, -1.46680], [-1.69871, -5.48624, -3.49419], [-2.93799, -1.09578, 1.06758], [5.84524, 0.48241, 4.30590], [2.04187, 1.13206, -5.02576], [4.17064, -6.53715, 0.18429]]}